{
  "formula": "CH2ClIO",
  "method": "ωB97M-V/def2-TZVPD",
  "spin_multiplicity": 3,
  "charge": 0,
  "homo_lumo_gap_ev": [7.4, 8.2],
  "e_above_lowest_ev": 0.3323,
  "e_lumo_ha": [0.0120, -0.0717],
  "energy_ev": -23735.334,
  "symbols": ["C", "Cl", "I", "O", "H", "H"],
  "coordinates": [[0.343, 1.507, -0.914], [0.125, -1.593, 1.511], [-0.050, -0.336, -2.021], [0.158, 1.480, 0.309], [-0.002, 0.708, 0.752], [-0.574, -1.765, 0.362]],
  "mulliken_spin": [1.498, 0.003, 0.337, 0.134, 0.026, 0.002]
}


{
  "formula": "C2HNOS",
  "method": "ωB97M-V/def2-TZVPD",
  "spin_multiplicity": 1,
  "smiles": "O=c1[nH]c1=S",
  "charge": 0,
  "homo_lumo_gap_ev": [8.4, 8.4],
  "e_above_lowest_ev": 2.0094,
  "e_lumo_ha": [-0.0363, -0.0362],
  "energy_ev": -16460.524,
  "symbols": ["C", "N", "C", "O", "S", "H"],
  "coordinates": [[0.422, 0.325, 0.698], [-0.789, -0.189, 0.207], [0.368, -0.216, -0.597], [0.929, 0.891, 1.585], [0.791, -0.958, -1.960], [-1.721, 0.147, 0.067]],
  "lowdin_charge": [-0.457, 0.187, -0.745, 0.167, 0.710, 0.137]
}


{
  "formula": "C8H22KN2O10S2",
  "method": "ωB97M-V/def2-TZVPD",
  "spin_multiplicity": 1,
  "charge": -3,
  "homo_lumo_gap_ev": 2.7,
  "e_above_lowest_ev": 0.0000,
  "e_lumo_ha": 0.1913,
  "energy_ev": -70100.099,
  "symbols": ["H", "H", "H", "C", "H", "O", "H", "H", "N", "H", "H", "C", "H", "O", "S", "H", "O", "N", "O", "O", "O", "H", "C", "S", "O", "H", "O", "H", "H", "H", "O", "H", "O", "H", "C", "H", "C", "C", "C", "H", "H", "H", "H", "K", "C"],
  "coordinates": [[-2.210, -2.337, 0.288], [-2.209, 5.520, -1.595], [0.075, 5.273, -2.358], [-2.176, -4.129, 2.439], [-3.230, -3.889, 2.270], [0.670, -1.763, 2.514], [-1.925, -5.028, 1.877], [-1.712, 3.366, -2.457], [-1.861, 5.236, 0.418], [-1.673, -2.009, 2.483], [-1.248, -3.580, 0.064], [-1.175, 1.339, -0.599], [0.617, 4.684, -0.817], [0.354, 1.524, -3.815], [4.032, -2.934, -1.197], [0.769, -3.743, 2.053], [0.544, -0.838, -4.404], [-1.307, -2.703, 0.579], [1.240, -0.056, -2.202], [-0.765, 2.679, -0.763], [2.559, 0.556, -4.210], [0.038, -3.370, 3.636], [-1.317, -2.940, 2.031], [1.214, 0.282, -3.681], [4.256, -1.750, -2.026], [-1.090, 4.991, 1.027], [5.126, -3.937, -1.388], [2.758, -2.044, 2.192], [2.185, -1.922, 3.968], [-2.088, -4.321, 3.514], [3.958, -2.540, 0.273], [-0.300, 0.718, -0.468], [2.705, -3.558, -1.533], [-2.664, 4.704, 0.731], [0.110, -3.039, 2.584], [2.163, -0.549, 2.813], [-1.523, 4.921, -0.980], [-1.733, 3.472, -1.354], [2.043, -1.630, 2.925], [-1.712, 0.969, -1.474], [0.113, 6.376, -0.950], [-2.767, 3.157, -1.102], [-1.801, 1.266, 0.315], [1.060, -1.784, -0.336], [-0.103, 5.360, -1.286]],
  "lowdin_charge": [0.082, 0.121, 0.088, -0.077, 0.067, -0.253, 0.077, 0.136, 0.016, 0.141, 0.086, -0.104, 0.085, -0.526, 0.173, 0.146, -0.493, -0.007, -0.576, -0.166, -0.445, 0.118, -0.423, 0.206, -0.405, 0.059, -0.504, 0.069, 0.077, 0.065, -0.536, 0.050, -0.547, 0.049, -0.239, 0.094, -0.449, -0.262, -0.075, 0.098, 0.062, 0.114, 0.077, 0.798, -0.066]
}


{
  "formula": "C3HIO2S",
  "method": "ωB97M-V/def2-TZVPD",
  "spin_multiplicity": 1,
  "charge": 0,
  "homo_lumo_gap_ev": [7.1, 7.1],
  "e_above_lowest_ev": 5.7624,
  "e_lumo_ha": [-0.0410, -0.0410],
  "energy_ev": -26151.667,
  "symbols": ["H", "I", "O", "O", "C", "S", "C", "C"],
  "coordinates": [[-0.155, -0.428, -2.156], [1.190, -1.850, -0.292], [0.811, 0.859, 0.789], [-1.030, 1.289, 2.008], [-0.511, -0.977, -1.291], [-1.484, -0.031, -0.221], [1.706, 0.315, 0.126], [-0.528, 0.822, 1.036]],
  "lowdin_charge": [-0.057, 1.152, -0.124, 0.090, -0.902, 0.856, -0.234, -0.780]
}


{
  "formula": "C3H8O2S",
  "method": "ωB97M-V/def2-TZVPD",
  "spin_multiplicity": 1,
  "smiles": "O=CCCS.O",
  "charge": 0,
  "homo_lumo_gap_ev": 9.8,
  "e_above_lowest_ev": 1.4068,
  "e_lumo_ha": 0.0230,
  "energy_ev": -18169.838,
  "symbols": ["C", "H", "H", "H", "C", "H", "H", "H", "O", "H", "H", "S", "O", "C"],
  "coordinates": [[-0.526, -0.806, -0.225], [0.918, 0.803, 0.156], [-1.580, 1.219, 1.833], [-0.766, 2.225, 1.323], [-1.819, -0.052, -0.417], [0.492, 0.383, -1.590], [-0.498, -1.705, -0.801], [1.923, -1.174, 1.032], [-1.920, 1.123, -0.826], [-0.487, -0.853, 0.862], [-2.724, -0.680, -0.213], [2.124, -1.079, -0.334], [-0.773, 1.646, 2.056], [0.726, 0.006, -0.541]],
  "lowdin_charge": [-0.272, 0.046, 0.007, 0.015, -0.237, 0.114, 0.100, -0.095, 0.014, 0.105, 0.129, 0.705, -0.015, -0.617]
}


{
  "formula": "C3H7N2",
  "method": "ωB97M-V/def2-TZVPD",
  "spin_multiplicity": 3,
  "charge": 1,
  "homo_lumo_gap_ev": [6.5, 7.9],
  "e_above_lowest_ev": 1.2552,
  "e_lumo_ha": [-0.1386, -0.2914],
  "energy_ev": -6191.356,
  "symbols": ["N", "H", "C", "C", "H", "H", "C", "H", "H", "H", "H", "N"],
  "coordinates": [[-0.144, -0.121, 1.007], [0.774, -0.024, 1.497], [0.091, -1.066, -0.193], [-0.274, 1.231, 0.283], [0.229, 1.970, 0.927], [-0.962, -1.453, -0.684], [0.540, -0.124, -1.235], [0.862, -0.534, -2.150], [0.799, -1.907, -0.073], [-1.280, 1.413, 0.109], [-0.967, -0.446, 1.474], [0.332, 1.060, -0.963]],
  "mulliken_spin": [0.048, -0.007, 0.103, 0.064, -0.002, 0.063, 0.624, 0.059, 0.013, 0.003, 0.000, 1.033]
}


{
  "formula": "CH12NO3",
  "method": "ωB97M-V/def2-TZVPD",
  "spin_multiplicity": 1,
  "charge": 1,
  "homo_lumo_gap_ev": 12.6,
  "e_above_lowest_ev": 0.5636,
  "e_lumo_ha": -0.1105,
  "energy_ev": -8858.533,
  "symbols": ["O", "H", "N", "H", "O", "O", "H", "C", "H", "H", "H", "H", "H", "H", "H", "H", "H"],
  "coordinates": [[-0.758, -1.052, 1.700], [-2.600, 1.546, -0.696], [0.585, 0.509, -0.141], [-0.296, -1.852, 1.970], [-1.692, 1.773, -0.446], [0.367, -1.810, -1.765], [1.821, 0.090, 1.553], [1.751, 0.797, 0.733], [2.668, 0.814, 0.170], [1.099, -2.385, -1.522], [0.232, -1.986, -2.706], [-0.323, 0.593, 0.318], [0.552, 1.019, -1.020], [1.590, 1.726, 1.281], [0.674, -0.468, -0.451], [-1.691, 2.698, -0.208], [-1.664, -1.147, 2.004]],
  "lowdin_charge": [-0.032, 0.079, 0.095, 0.061, -0.033, -0.040, 0.092, -0.017, 0.097, 0.062, 0.074, 0.089, 0.153, 0.103, 0.093, 0.062, 0.063]
}


{
  "formula": "C3H2N2O2",
  "method": "ωB97M-V/def2-TZVPD",
  "spin_multiplicity": 1,
  "smiles": "N#C[C@H]1OC=NO1",
  "charge": 0,
  "homo_lumo_gap_ev": 10.3,
  "e_above_lowest_ev": 5.7956,
  "e_lumo_ha": -0.0163,
  "energy_ev": -10212.394,
  "symbols": ["N", "O", "H", "O", "C", "N", "H", "C", "C"],
  "coordinates": [[-2.865, 0.109, -1.063], [0.185, 0.638, 1.284], [-0.583, -1.167, 1.091], [0.400, -0.589, -0.743], [-0.452, -0.359, 0.401], [1.534, 0.915, 0.663], [2.115, 0.163, -1.203], [1.592, 0.182, -0.356], [-1.925, 0.109, -0.075]],
  "lowdin_charge": [0.097, -0.087, 0.131, -0.010, -0.294, 0.152, 0.099, -0.099, 0.011]
}


{
  "formula": "H2N2O3S",
  "method": "ωB97M-V/def2-TZVPD",
  "spin_multiplicity": 1,
  "smiles": "NS(=O)(=O)N=O",
  "charge": 0,
  "homo_lumo_gap_ev": 8.2,
  "e_above_lowest_ev": 1.2375,
  "e_lumo_ha": -0.0480,
  "energy_ev": -19986.652,
  "symbols": ["N", "H", "S", "O", "H", "O", "N", "O"],
  "coordinates": [[0.166, -1.411, -0.267], [0.850, -1.196, -0.996], [-0.221, 0.089, 0.438], [-1.617, -0.023, 0.808], [-0.599, -2.084, -0.435], [0.766, 2.379, -0.274], [-0.172, 1.852, -0.663], [0.826, 0.394, 1.389]],
  "lowdin_charge": [-0.101, 0.057, 0.620, -0.366, 0.082, 0.031, 0.019, -0.342]
}


{
  "formula": "C3H10NOS",
  "method": "ωB97M-V/def2-TZVPD",
  "spin_multiplicity": 1,
  "charge": -1,
  "homo_lumo_gap_ev": 6.9,
  "e_above_lowest_ev": 0.3575,
  "e_lumo_ha": 0.1518,
  "energy_ev": -17647.085,
  "symbols": ["H", "H", "H", "H", "N", "O", "H", "C", "H", "H", "H", "C", "H", "S", "C", "H"],
  "coordinates": [[-1.207, -3.134, -0.730], [2.510, 0.134, 0.324], [1.900, -0.809, 1.695], [0.461, 1.172, 1.664], [-1.202, 1.908, -0.511], [-1.912, -2.503, -0.916], [0.850, 1.935, -0.762], [1.651, -0.415, 0.705], [-1.378, -1.692, -0.928], [-1.402, 2.179, 0.447], [0.099, 0.447, -1.210], [0.116, 1.190, -0.467], [-1.899, 1.220, -0.773], [1.421, -1.860, -0.403], [0.402, 0.468, 0.827], [-0.410, -0.238, 1.038]],
  "lowdin_charge": [-0.016, 0.025, 0.024, 0.092, -0.027, -0.137, 0.099, -0.746, -0.034, 0.039, 0.046, -0.326, 0.042, 0.161, -0.331, 0.090]
}


{
  "formula": "C33H26ClFIMoN2O3S2",
  "method": "ωB97M-V/def2-TZVPD",
  "spin_multiplicity": 1,
  "charge": -1,
  "homo_lumo_gap_ev": [5.1, 5.1],
  "e_lumo_ha": [0.0684, 0.0681],
  "energy_ev": -90630.622,
  "symbols": ["C", "H", "C", "N", "O", "H", "H", "H", "C", "C", "S", "C", "C", "C", "C", "C", "H", "H", "C", "H", "I", "H", "C", "C", "H", "C", "H", "F", "C", "H", "C", "H", "C", "C", "C", "C", "C", "C", "C", "H", "H", "C", "C", "C", "H", "H", "H", "C", "H", "C", "C", "O", "H", "H", "S", "C", "C", "Cl", "O", "H", "H", "C", "C", "Mo", "H", "C", "H", "N", "H", "H"],
  "coordinates": [[1.238, 4.425, -0.747], [3.361, -1.799, 1.903], [1.550, 2.131, 2.248], [-1.127, 4.193, -1.156], [-1.237, 6.665, -1.872], [4.006, -4.218, 0.068], [2.951, -3.470, 2.280], [-2.990, -3.877, -1.572], [2.103, 0.927, 1.611], [1.748, -1.579, -0.392], [-0.935, 5.861, -0.714], [0.005, 3.645, -1.103], [-4.055, -2.233, -0.703], [-3.422, 1.473, 1.246], [-2.601, -0.580, 0.280], [1.455, 3.274, 1.562], [2.736, 0.258, 2.189], [3.447, 7.534, 0.687], [3.689, -3.251, -0.330], [-1.104, -5.693, 1.703], [-3.029, 3.362, 2.015], [4.241, 3.398, 0.550], [1.575, 6.759, 0.102], [-2.329, 0.647, 0.974], [0.111, -5.933, -2.390], [2.918, 6.624, 0.431], [4.761, 5.648, 0.728], [0.896, 4.350, 2.137], [3.434, 4.112, 0.407], [1.864, 4.484, -1.650], [2.345, -2.826, 0.291], [1.473, -1.841, -1.420], [-3.921, -1.002, -0.029], [-0.466, -5.374, 0.888], [-0.614, -5.935, -0.370], [3.714, 5.438, 0.515], [0.495, -4.397, 1.115], [-2.927, -2.931, -1.051], [-1.663, -2.420, -0.738], [-0.767, -2.951, -1.024], [-5.043, -2.601, -0.943], [0.211, -5.506, -1.400], [2.728, -0.308, -0.446], [2.597, -2.566, 1.778], [-5.543, 1.721, 1.190], [3.643, -0.596, 0.078], [1.781, -4.195, -1.995], [1.326, -3.947, 0.092], [2.955, -0.108, -1.492], [2.063, 3.525, 0.202], [0.758, 5.760, -0.365], [-1.777, 6.103, 0.430], [1.138, 7.749, 0.209], [1.137, 2.089, 3.247], [0.461, 1.962, -1.435], [2.242, 0.979, 0.203], [-4.974, -0.147, 0.341], [-6.624, -0.609, 0.013], [-1.124, 0.912, 1.276], [-1.361, -6.698, -0.546], [2.904, 2.307, -1.358], [1.166, -4.527, -1.168], [-4.719, 1.065, 0.943], [0.542, -0.097, 0.475], [3.635, -3.326, -1.416], [2.118, 2.211, -0.605], [4.467, -2.521, -0.096], [-1.497, -1.289, -0.091], [1.698, -2.213, 2.291], [0.576, -3.976, 2.108]],
  "lowdin_charge": [-0.257, 0.071, -0.025, 0.004, -0.327, 0.091, 0.094, 0.102, -0.226, -0.287, 0.634, -0.591, -0.019, -0.640, -0.138, -0.210, 0.094, 0.064, -0.046, 0.103, 1.010, 0.099, -0.120, -0.467, 0.101, -0.147, 0.088, 0.095, -0.070, 0.175, -0.524, 0.082, -0.183, -0.083, -0.107, -0.134, -0.036, -0.044, -0.119, 0.082, 0.089, -0.090, -0.169, -0.063, 0.091, 0.105, 0.108, -0.199, 0.116, -0.334, -0.318, -0.383, 0.111, 0.119, 1.043, -0.542, -0.621, 0.648, -0.265, 0.099, 0.128, -0.061, -0.174, 1.391, 0.077, -0.390, 0.076, 0.041, 0.076, 0.102]
}


{
  "formula": "C28H46ClFLiN3NaO17PSSi",
  "method": "ωB97M-V/def2-TZVPD",
  "spin_multiplicity": 1,
  "charge": 0,
  "homo_lumo_gap_ev": 2.1,
  "e_lumo_ha": -0.1102,
  "energy_ev": -116895.396,
  "symbols": ["C", "H", "H", "C", "F", "Li", "C", "H", "H", "H", "H", "H", "H", "H", "H", "H", "H", "O", "S", "O", "H", "H", "H", "O", "C", "H", "C", "C", "C", "H", "O", "C", "C", "H", "C", "H", "C", "H", "P", "H", "H", "H", "H", "Cl", "H", "H", "O", "C", "H", "H", "C", "H", "H", "H", "H", "H", "C", "H", "C", "O", "H", "Si", "O", "H", "N", "O", "C", "H", "H", "O", "O", "C", "C", "C", "O", "C", "O", "H", "C", "H", "H", "C", "C", "C", "O", "C", "O", "N", "C", "O", "N", "H", "Na", "C", "O", "H", "O", "C", "H", "H", "H"],
  "coordinates": [[-0.953, -1.578, 1.413], [4.698, -3.051, 0.031], [-0.761, -1.660, 8.024], [3.358, -2.074, -1.478], [5.915, 0.330, -5.312], [-3.509, -0.604, 3.945], [-1.001, 3.462, -0.008], [6.305, -1.180, -4.050], [-6.243, 5.225, -0.756], [5.560, -2.010, -1.249], [-3.863, -4.325, 6.827], [-2.853, 3.009, -2.758], [2.792, -6.450, -3.287], [2.173, -7.598, -4.501], [-7.311, 5.800, 1.363], [2.096, 3.339, 1.152], [5.929, -0.800, 0.727], [2.965, 0.917, -1.982], [0.807, -4.488, -4.133], [1.766, -5.586, -4.837], [-0.244, -3.201, 7.313], [-3.695, 5.772, 2.983], [1.863, 3.222, -3.051], [-3.058, -1.973, 7.089], [-5.714, 4.472, -0.163], [3.053, -1.515, 3.896], [2.016, 0.240, -1.166], [-7.636, 4.770, 1.190], [2.041, 3.815, 0.132], [-1.240, 2.764, 0.865], [-1.849, 2.829, -5.311], [4.109, -1.140, 1.858], [0.793, 0.981, -0.480], [-1.887, 3.439, -0.716], [2.132, -1.245, -0.866], [-0.925, -3.152, 8.969], [-2.364, -2.921, 7.402], [0.097, 2.865, -3.348], [1.057, -3.684, 0.511], [0.484, -3.861, 1.823], [-5.199, -4.075, 4.139], [-0.806, 4.500, 0.423], [-5.508, -3.527, 2.603], [2.227, 1.042, 1.190], [-6.375, -2.923, 3.888], [2.986, 3.618, -0.473], [1.618, -3.481, -3.537], [1.018, -1.835, 0.068], [-5.300, 4.992, 2.856], [-2.880, -4.833, 8.215], [8.501, 0.245, -3.213], [3.597, -1.688, -2.526], [3.043, -3.155, -1.634], [-2.199, -4.881, 6.558], [-3.793, 5.376, -0.373], [-8.076, 4.390, 2.105], [6.565, -0.131, -4.219], [1.818, 4.931, 0.180], [-0.981, -2.727, 7.965], [9.659, 0.142, -2.959], [-0.124, -7.278, -3.755], [0.623, 2.893, -0.817], [2.477, -4.220, 0.612], [-8.396, 4.750, 0.402], [0.031, -0.951, 0.544], [-0.834, 3.086, -7.251], [-4.444, 5.045, 0.439], [5.482, 0.437, -2.433], [0.316, -4.449, -0.464], [-0.523, 4.385, -5.500], [0.250, -5.433, -2.939], [1.952, -6.687, -3.946], [0.811, 3.386, -2.640], [4.817, -0.869, 0.470], [-0.266, -4.198, -5.019], [-2.854, -4.337, 7.242], [-6.569, 3.923, 0.850], [-3.904, 4.286, 1.014], [-1.787, -2.047, 2.185], [-5.176, 6.737, 3.163], [0.613, 4.506, -2.744], [6.332, 0.759, -3.037], [-4.724, 5.896, 2.632], [-1.054, 3.415, -6.090], [7.551, 0.632, -2.314], [3.410, -1.274, 2.862], [7.957, -0.015, -4.437], [2.371, 0.408, -4.400], [0.654, -6.784, -3.166], [-3.604, 3.127, -2.178], [-0.149, 0.341, 0.351], [-2.661, -2.054, 2.920], [-8.567, 3.742, 3.465], [4.664, -2.080, -0.542], [-4.726, 6.195, 1.248], [-5.443, 3.649, -0.831], [-5.488, -3.293, 3.579], [2.651, 0.596, -3.291], [6.185, 1.805, -3.319], [0.779, -7.310, -2.220], [4.549, 0.144, 0.039]],
  "lowdin_charge": [-0.095, 0.105, 0.083, -0.146, 0.080, 0.223, -0.199, 0.173, 0.135, 0.105, 0.054, -0.136, 0.135, 0.137, 0.107, -0.045, 0.118, -0.005, 0.635, -0.182, 0.087, 0.093, 0.040, 0.000, -0.162, 0.045, -0.244, -0.131, -0.254, 0.033, 0.229, -0.177, -0.356, 0.006, -0.066, 0.088, -0.515, 0.032, 0.784, 0.021, 0.069, 0.044, 0.077, 0.480, 0.058, 0.035, -0.227, -0.160, 0.067, 0.088, -0.536, 0.104, 0.082, 0.084, 0.128, -0.026, -0.326, 0.042, -0.024, 0.176, 0.134, 0.542, -0.466, 0.112, -0.159, 0.173, -0.180, 0.112, 0.022, 0.206, -0.220, -0.169, -0.188, -0.200, -0.201, -0.038, -0.184, 0.123, 0.069, 0.085, 0.062, -0.067, -0.124, -0.938, 0.073, 0.014, 0.140, 0.225, -0.172, -0.365, 0.017, -0.069, 0.713, -0.175, -0.187, 0.105, 0.028, -0.290, 0.154, 0.136, 0.080]
}